{"formula": "C4H6ClF", "method": "the ωB97M-V functional and the def2-TZVPD basis", "species": ["C", "C", "C", "C", "H", "H", "H", "H", "H", "H", "F", "Cl"], "coordinates": [[0.981, 0.322, -0.084], [0.024, 0.072, 1.101], [-1.136, -0.212, 0.031], [-0.083, -0.156, -1.047], [0.302, -0.871, 1.641], [0.168, 0.820, 1.771], [-1.989, 0.452, -0.065], [-1.576, -1.183, 0.164], [-0.431, 0.424, -1.885], [0.117, -1.198, -1.437], [0.946, 1.734, -0.156], [2.678, -0.203, -0.033]], "forces_ev_per_a": [[-1.23, 1.81, 0.62], [0.69, -4.25, -1.73], [0.35, 0.38, 1.77], [-0.04, -2.63, -1.73], [-0.40, 0.62, -0.54], [-0.61, 2.51, 1.93], [0.34, 0.58, 0.12], [-0.01, -0.52, 0.19], [0.81, 0.62, -0.37], [0.03, 1.08, 0.38], [0.83, -0.26, -0.40], [-0.77, 0.06, -0.24]], "total_energy_ha": -716.024672, "relative_energy_kj_mol": 69.3, "fmax_ev_per_a": 4.6, "homo_ev": -10.86, "orbital_gap_ev": 11.89}



{"formula": "C4H6ClF2N", "method": "the ωB97M-V functional and the def2-TZVPD basis", "species": ["C", "C", "C", "C", "H", "H", "H", "H", "H", "H", "N", "F", "F", "Cl"], "coordinates": [[1.727, 0.618, 0.445], [0.486, 0.410, -0.283], [-0.583, -0.530, 0.283], [-1.992, -0.176, -0.174], [1.705, 1.618, 0.918], [1.906, -0.183, 1.156], [0.197, 1.125, -1.004], [1.034, -1.642, -0.452], [-0.414, -0.852, 1.319], [-2.570, -1.103, -0.049], [0.348, -0.993, -0.778], [2.755, 0.468, -0.553], [-1.945, 0.079, -1.516], [-2.656, 1.163, 0.689]], "forces_ev_per_a": [[0.79, 0.45, -0.44], [-0.77, -3.21, 0.41], [1.92, 1.60, -0.72], [1.01, -2.48, -0.45], [0.79, -0.43, -0.29], [0.03, 0.12, 0.31], [-0.28, 0.73, -0.62], [0.58, -0.11, 0.51], [-0.42, 0.03, -0.45], [-0.54, 0.62, 0.06], [-2.11, 1.14, 0.06], [-0.39, 0.69, 1.16], [-0.32, 0.39, 0.08], [-0.31, 0.47, 0.38]], "total_energy_ha": -870.637998, "relative_energy_kj_mol": 106.3, "fmax_ev_per_a": 3.3, "homo_ev": -9.94, "orbital_gap_ev": 10.74}



{"formula": "C4H6ClFN2", "method": "the ωB97M-V functional and the def2-TZVPD basis", "species": ["C", "C", "C", "C", "H", "H", "H", "H", "H", "H", "N", "N", "F", "Cl"], "coordinates": [[-0.054, -1.369, 0.609], [-0.131, 0.110, 0.055], [0.991, 1.101, 0.157], [2.283, 1.097, -0.023], [-0.668, -1.548, 1.393], [1.189, -1.563, 0.658], [-0.620, -1.893, -0.393], [-2.453, -1.033, -0.145], [-3.298, 0.310, -0.900], [2.732, 2.133, 0.379], [-1.191, 0.623, -0.705], [-2.417, -0.062, -0.651], [0.305, 2.378, 0.103], [3.333, -0.283, -0.537]], "forces_ev_per_a": [[3.13, 1.61, -6.82], [-2.99, 0.53, -2.15], [-4.40, 0.46, -1.96], [2.71, 2.00, 1.42], [-1.30, -0.62, 2.88], [-3.94, -0.11, 0.18], [2.05, 0.56, 2.80], [0.03, 2.74, -1.27], [-0.13, 1.01, -0.59], [-0.26, -2.62, -1.60], [0.60, -2.21, 3.47], [3.52, -3.41, 1.78], [2.33, -1.51, 0.99], [-1.34, 1.58, 0.88]], "total_energy_ha": -825.411085, "relative_energy_kj_mol": 424.3, "fmax_ev_per_a": 7.7, "homo_ev": -8.46, "orbital_gap_ev": 8.62}



{"formula": "C4H6ClFO", "method": "the ωB97M-V functional and the def2-TZVPD basis", "species": ["C", "C", "C", "C", "H", "H", "H", "H", "H", "H", "O", "F", "Cl"], "coordinates": [[-1.814, 0.984, 0.766], [-0.651, 0.045, 0.059], [1.643, -0.200, 0.061], [1.628, -1.211, -0.934], [-1.298, 1.468, 1.744], [-2.705, 0.416, 0.876], [-0.602, -1.049, 0.493], [-1.054, -0.198, -0.976], [2.771, 0.064, 0.459], [0.789, -1.664, -1.525], [0.604, 0.708, 0.105], [2.888, -1.829, -0.850], [-2.199, 2.467, -0.278]], "forces_ev_per_a": [[4.43, 1.09, 0.32], [-2.75, -0.60, 0.22], [1.67, -1.02, -3.95], [1.62, 1.88, 4.02], [-1.69, -1.47, -2.14], [-0.68, -0.23, 0.42], [0.01, 2.29, -0.02], [0.84, 0.84, 0.69], [-3.50, -0.38, -0.64], [1.39, 0.36, 0.58], [0.01, -1.12, 1.08], [-1.59, -0.44, -1.15], [0.24, -1.19, 0.56]], "total_energy_ha": -791.192633, "relative_energy_kj_mol": 230.9, "fmax_ev_per_a": 4.7, "homo_ev": -9.12, "orbital_gap_ev": 9.91}



{"formula": "C4H6ClN2P", "method": "the ωB97M-V functional and the def2-TZVPD basis", "species": ["C", "C", "C", "C", "N", "N", "P", "Cl", "H", "H", "H", "H", "H", "H"], "coordinates": [[0.569, -1.199, -0.355], [4.097, 0.483, -0.270], [-0.236, -2.384, -0.728], [0.713, 1.709, 1.480], [0.461, -0.041, -0.082], [0.720, 1.144, 0.133], [3.719, 1.781, -1.073], [4.497, -0.861, 0.599], [-0.142, -3.082, -0.010], [0.310, -2.788, -1.694], [-1.340, -2.152, -0.968], [1.740, 2.047, 1.554], [-0.057, 2.498, 1.457], [0.535, 0.816, 2.106]], "forces_ev_per_a": [[-0.45, 0.30, 0.37], [-0.37, 1.69, -1.00], [-0.33, 2.47, -4.87], [-0.31, -1.87, -1.13], [0.88, -0.21, 0.74], [-0.55, 0.49, -1.95], [0.48, -1.94, 1.16], [-0.10, 0.20, -0.15], [0.18, -2.52, 2.44], [-1.39, 0.53, 1.82], [1.67, -0.39, 0.37], [-0.05, 0.57, 0.73], [0.51, -0.30, 0.72], [-0.16, 0.99, 0.74]], "total_energy_ha": -1066.871070, "relative_energy_kj_mol": 459.6, "fmax_ev_per_a": 5.5, "homo_ev": -7.88, "orbital_gap_ev": 8.52}



{"formula": "C4H6ClNO", "method": "the ωB97M-V functional and the def2-TZVPD basis", "species": ["C", "C", "C", "C", "H", "H", "H", "H", "H", "H", "N", "O", "Cl"], "coordinates": [[-0.576, 1.290, -0.086], [0.496, 0.172, 0.302], [-1.269, -1.416, -0.142], [1.805, 0.545, 0.120], [-0.197, 2.305, -0.323], [-1.376, 1.395, 0.784], [-1.150, 0.789, -0.986], [0.717, -1.870, 0.627], [-1.492, -2.474, 0.043], [2.113, 1.638, -0.091], [0.110, -1.161, 0.295], [-2.244, -0.541, -0.319], [3.062, -0.671, -0.223]], "forces_ev_per_a": [[-1.60, -1.43, 0.99], [2.11, 3.07, -2.18], [-2.09, 3.01, 2.32], [-0.79, 0.61, -0.39], [0.39, -0.96, 0.24], [1.63, -0.15, -1.96], [1.38, 1.92, 1.79], [0.36, -0.79, -0.05], [-0.09, 0.01, -0.77], [-0.51, -2.19, 0.62], [-4.93, 1.80, -1.55], [4.72, -5.57, 0.43], [-0.59, 0.68, 0.53]], "total_energy_ha": -746.118999, "relative_energy_kj_mol": 284.2, "fmax_ev_per_a": 7.3, "homo_ev": -8.62, "orbital_gap_ev": 8.96}



{"formula": "C4H6ClNOS", "method": "the ωB97M-V functional and the def2-TZVPD basis", "species": ["C", "C", "C", "C", "N", "O", "S", "Cl", "H", "H", "H", "H", "H", "H"], "coordinates": [[-1.634, -0.521, 0.611], [1.205, -1.516, -0.549], [0.989, -0.059, -0.237], [-0.635, 0.444, 0.636], [-2.130, -1.549, 0.766], [-0.173, 2.974, -0.153], [-1.068, 1.910, -0.483], [-2.985, 2.335, 0.135], [0.884, -1.806, -1.618], [2.247, -1.807, -0.583], [0.820, -2.036, 0.267], [0.920, 0.701, -0.999], [1.772, 0.139, 0.533], [-0.211, 0.792, 1.674]], "forces_ev_per_a": [[0.01, -2.26, 0.88], [-0.25, 0.60, -3.43], [-1.31, 0.70, 2.49], [4.33, 2.46, -0.33], [-0.68, 0.21, -0.35], [0.91, 1.23, 0.71], [-0.33, -2.06, -0.55], [-0.17, 0.03, 0.45], [-0.33, 0.12, 2.00], [0.57, 0.56, 0.23], [-1.19, -1.52, 0.85], [0.76, -0.26, -0.51], [-0.92, 0.78, -0.52], [-1.40, -0.60, -1.92]], "total_energy_ha": -1144.287445, "relative_energy_kj_mol": 317.6, "fmax_ev_per_a": 5.0, "homo_ev": -10.04, "orbital_gap_ev": 10.20}



{"formula": "C4H6ClNS", "method": "the ωB97M-V functional and the def2-TZVPD basis", "species": ["C", "C", "C", "C", "N", "S", "Cl", "H", "H", "H", "H", "H", "H"], "coordinates": [[-1.346, 0.822, 0.127], [-0.883, 2.104, 0.134], [-0.331, -0.107, -0.086], [-0.327, -1.622, -0.036], [0.868, 0.438, -0.321], [0.819, 2.051, -0.254], [3.199, -1.235, 0.405], [-2.378, 0.611, 0.190], [-1.345, 3.078, 0.116], [-0.959, -2.106, -0.796], [-0.542, -2.077, 0.871], [0.696, -1.794, -0.263], [2.529, -0.164, -0.087]], "forces_ev_per_a": [[-0.24, 1.12, 0.11], [1.78, 0.27, -1.09], [1.46, -0.81, 0.02], [-0.20, 1.24, -2.21], [-0.68, -0.26, 0.06], [-1.42, 0.56, 0.47], [0.11, 0.74, -0.29], [-0.88, -0.45, 0.31], [-0.42, -0.19, 0.34], [0.12, 0.38, 0.10], [-0.54, -0.39, 1.96], [0.75, -0.94, -0.25], [0.17, -1.28, 0.48]], "total_energy_ha": -1069.138589, "relative_energy_kj_mol": 0.0, "fmax_ev_per_a": 2.5, "homo_ev": -9.78, "orbital_gap_ev": 10.30}



{"formula": "C4H6ClOP", "method": "the ωB97M-V functional and the def2-TZVPD basis", "species": ["C", "C", "C", "C", "O", "P", "Cl", "H", "H", "H", "H", "H", "H"], "coordinates": [[1.779, -0.248, -0.425], [2.555, -0.869, -1.088], [0.841, 0.515, 0.354], [-0.395, -0.247, 0.740], [-2.553, 1.512, 0.511], [-1.867, 0.439, -0.129], [-3.088, -1.078, -0.366], [-1.240, 0.905, -1.299], [3.257, -1.510, -1.674], [1.186, 0.724, 1.388], [0.348, 1.458, -0.126], [-0.354, -1.226, 0.316], [-0.470, -0.376, 1.799]], "forces_ev_per_a": [[0.08, 0.60, -0.25], [1.35, -1.45, -1.12], [-1.42, 2.04, 1.10], [-1.52, -1.20, -1.34], [-1.55, 2.71, 1.46], [2.51, -0.79, 0.58], [-0.52, -1.14, -0.71], [-0.28, -0.71, -0.55], [-1.14, 1.12, 0.95], [0.81, 0.74, -1.10], [2.15, -1.03, 0.55], [0.16, -1.03, -0.13], [-0.64, 0.14, 0.56]], "total_energy_ha": -1032.747475, "relative_energy_kj_mol": 197.3, "fmax_ev_per_a": 3.5, "homo_ev": -10.34, "orbital_gap_ev": 11.20}